A cluster of 2 separate species, C7H14 in total at a distorted geometry, computed with wB97M-V/def2-TZVPD.

- LUMO energy: 0.0333 hartree
- Strongest force on any atom: 4.02 eV/A
- ΔE to the lowest compared entry with this formula, charge and spin: 116.4 kcal/mol
- Spin multiplicity: 1
- Charge: 0
- E: -274.9307 a.u.
- SMILES string: CC(C)(C)C.C#C
- Highest occupied orbital energy: -9.825 eV
- Gap between HOMO and LUMO: 10.73 eV

Last column: Mulliken charge in e.
Geometry (Å):
C 1.515 -2.131 -1.412  -0.576
C 2.346 -1.422 -0.882  -0.046
C -0.676 0.569 0.392  1.463
C -2.112 -0.032 -0.103  -1.453
C -0.838 1.958 1.146  -1.351
C 0.196 0.763 -0.819  -0.913
C 0.173 -0.370 1.303  -1.203
H 0.847 -2.869 -1.902  0.345
H 2.897 -0.504 -0.402  0.315
H -2.948 -0.203 0.684  0.297
H -2.489 0.635 -0.942  0.333
H -2.079 -0.961 -0.569  0.412
H 0.196 2.127 1.755  0.298
H -1.228 2.826 0.512  0.278
H -1.477 1.807 2.045  0.404
H 1.052 1.658 -0.404  0.215
H -0.299 1.227 -1.670  0.433
H 0.783 -0.244 -1.172  -0.171
H 0.249 -1.345 0.858  0.319
H 1.181 0.246 1.182  0.187
H -0.305 -0.416 2.276  0.414